No. 1
C10H10N3S2 | ωB97M-V/def2-TZVPD

Geometry as XYZ:
```
25
Properties=species:S:1:pos:R:3:forces:R:3
C 2.7468 -1.6957 1.6553 -0.7 -4.7 1.0
C 1.7554 -2.2370 0.9240 0.0 -2.0 0.4
C 3.0009 -0.3323 1.5570 -1.5 2.2 -1.9
C 1.1102 -1.4698 0.0267 -4.2 -4.5 -2.4
C 2.2296 0.4404 0.7029 0.6 2.0 -1.5
C 1.2791 -0.1306 -0.0811 0.6 6.2 -0.5
C -0.9124 2.6687 -1.8818 0.9 0.1 0.4
C -1.6883 1.9611 -1.0816 0.5 -0.7 0.5
C -2.8133 0.0257 -0.0544 0.5 0.2 -1.2
C 0.3181 0.6604 -0.9279 0.3 -2.6 -1.7
N -1.5665 -0.0123 0.3201 -1.4 -1.0 0.7
N -3.6456 -1.0275 -0.0674 4.4 -1.8 2.3
N -0.8493 1.0643 -0.1501 -0.2 3.1 1.2
S 0.8106 2.2033 -1.6161 0.2 1.6 -0.8
S -3.3581 1.5197 -0.9722 0.1 -0.6 0.8
H 3.3124 -2.3198 2.3130 0.2 -0.1 0.4
H 1.3971 -3.2607 0.9502 0.7 -0.1 0.4
H 3.7923 -0.0160 2.0680 3.0 2.0 1.8
H 0.2588 -1.8156 -0.6133 1.0 -0.5 0.8
H 2.5058 1.4607 0.3971 0.0 -0.2 1.0
H -1.2164 3.4711 -2.5491 0.2 -0.4 0.0
H -0.1498 0.0098 -1.7587 0.9 0.7 1.0
H -3.4548 -1.9169 0.4559 0.4 1.5 -0.7
H -4.5608 -0.9603 -0.2190 -4.4 1.0 -1.0
H -0.3018 1.7094 0.6025 -2.0 -1.5 -1.0
```
Positions in Å, forces in eV/Å.

The HOMO-LUMO gap (alpha / beta) comes out at 5.12 / 6.32 eV. As for the net charge: +1. Its LUMO energy (alpha / beta) is -3.0005 / -6.1931 eV. Its expectation value of S² is 2.04. The multiplicity is 3.



No. 2
C10H10N4O2 | ωB97M-V/def2-TZVPD

Geometry as XYZ:
```
26
Properties=species:S:1:pos:R:3:forces:R:3
N -0.1197 -0.8543 -0.4171 0.1 2.0 0.0
N 0.0628 -3.1740 -0.4328 -0.8 2.1 0.1
O -0.2075 1.4954 -0.3307 1.9 -1.2 -1.2
O 2.3924 -3.1885 -1.9508 -1.0 1.6 0.7
C 0.4467 0.3071 -0.6419 -0.5 -1.4 -0.2
C 0.5352 -1.9951 -0.7496 -0.8 -4.8 1.0
C 1.7468 0.3577 -1.2529 -1.7 2.6 0.7
C 2.3821 -0.7665 -1.5924 1.3 -1.3 -0.4
C -3.1706 1.7011 2.6087 0.1 -0.2 -0.5
C -1.8564 2.1222 2.8647 -0.9 0.1 0.0
C -3.4995 1.2048 1.3303 1.2 0.5 0.9
C -0.8880 2.0678 1.8773 -0.6 -0.7 -0.6
C -2.5038 1.1314 0.3583 0.2 -0.2 -0.4
C -1.1890 1.5307 0.6133 -1.5 0.1 1.8
N 3.6644 -0.6924 -2.0925 0.7 -1.7 0.2
N 1.7828 -1.9968 -1.3781 1.7 1.2 -1.7
H 0.6892 -3.9309 -0.6333 0.5 -0.1 -0.3
H 1.8646 -3.4629 -2.7449 0.2 0.7 0.9
H 2.1893 1.3203 -1.4826 0.1 -0.1 0.2
H -3.9217 1.7557 3.4021 0.2 0.0 -0.3
H -1.6117 2.5361 3.8464 0.0 -0.2 -0.3
H -4.4794 0.8396 1.0944 -0.3 0.0 0.0
H 0.0880 2.4053 2.1216 0.8 0.2 -0.1
H -2.7706 0.7344 -0.6169 0.2 0.0 0.1
H 4.1890 0.1437 -1.8227 -0.4 -0.6 -0.2
H 4.1849 -1.5918 -1.9779 -0.5 1.4 -0.3
```
Positions in Å, forces in eV/Å.

The HOMO-LUMO gap comes out at 8.33 eV. The SMILES is [H]/N=c1/nc(Oc2ccccc2)cc(N)n1O. As for the net charge: 0. Its LUMO energy is 0.2623 eV.



No. 3
C10H10N6O7 | ωB97M-V/def2-TZVPD

Geometry as XYZ:
```
33
Properties=species:S:1:pos:R:3:forces:R:3
O -0.4834 5.1465 -2.0299 2.3 -1.2 0.0
N 0.3019 4.1582 -2.0311 -6.1 2.0 0.0
C -0.1408 2.8636 -2.0344 1.5 1.6 0.0
C 1.0488 2.1561 -2.0242 2.2 1.2 0.0
N 2.0798 3.0235 -2.0113 1.6 -3.7 0.0
O 1.6426 4.2649 -2.0236 -1.6 -0.4 0.0
C 1.0488 0.7129 -2.0033 -1.2 -0.4 0.0
N 2.2969 -0.0412 -2.0184 2.4 -1.5 -0.2
O 3.0400 0.0581 -3.0046 -1.6 0.4 1.3
O 2.5638 -0.7665 -1.0500 -1.0 1.2 -1.1
C -0.1524 0.0528 -2.0060 1.5 -0.6 -0.1
C -1.3469 0.7924 -2.0230 -2.5 1.6 0.0
N -2.6887 0.4822 -2.0213 2.0 -5.6 0.0
O -3.1049 -0.7031 -2.0367 -0.4 2.1 0.1
O -3.4881 1.5667 -2.0028 1.2 -1.2 -0.1
N -2.6670 2.6023 -2.0185 2.1 3.0 0.0
C -1.3930 2.1791 -2.0313 -2.3 1.7 0.1
H -0.1952 -1.0232 -2.0433 0.1 -0.2 0.1
C -0.3663 -3.2051 2.7800 0.0 0.2 0.1
C -0.5496 -2.5012 1.4348 0.2 0.2 -0.1
N -0.5110 -1.0510 1.6278 -0.7 0.4 0.1
C 0.7052 -0.6114 2.3136 0.0 -0.2 -0.3
C 0.8522 -1.3690 3.6341 -0.2 0.0 -0.1
O 0.8243 -2.7753 3.4270 0.3 -0.1 -0.3
H -1.2062 -2.9973 3.4528 -0.2 0.1 -0.2
H -0.3006 -4.2945 2.6658 0.1 0.3 -0.1
H 0.2569 -2.7961 0.7541 0.2 -0.3 0.0
H -1.4943 -2.7912 0.9582 0.1 0.1 0.2
H -0.6565 -0.5416 0.7463 0.2 -0.5 0.6
H 1.5727 -0.8142 1.6755 0.3 -0.1 0.1
H 0.6733 0.4729 2.4782 -0.1 -0.2 0.1
H 1.7974 -1.1320 4.1389 -0.2 -0.1 -0.3
H 0.0402 -1.1181 4.3264 -0.1 0.2 -0.1
```
Positions in Å, forces in eV/Å.

The HOMO-LUMO gap comes out at 6.72 eV. As for the net charge: 0. Its LUMO energy is -2.2796 eV.



No. 4
C10H10NO2S | ωB97M-V/def2-TZVPD

Geometry as XYZ:
```
24
Properties=species:S:1:pos:R:3:forces:R:3
C -3.9102 1.5283 0.1791 0.7 -2.5 -0.5
C -4.9794 0.6405 -0.0658 2.2 0.3 0.8
C -2.7179 0.8509 0.2502 1.3 -1.4 0.3
C -2.8006 -0.6080 0.0748 -3.4 1.9 0.0
C -1.2267 1.3925 0.4947 -2.5 -2.1 -1.1
C -1.8109 -1.4456 0.0998 4.1 3.1 1.3
C 0.4975 -1.8351 0.4816 0.7 0.6 1.6
C 0.7524 -0.3534 0.1656 -1.3 1.1 0.6
C 1.9677 0.2068 0.8749 1.6 0.1 1.0
C 0.9092 -0.1524 -1.3146 1.4 -1.3 -1.9
N -0.4311 0.3716 0.6321 -0.2 -3.9 -0.2
O -1.1674 2.5667 0.5185 1.1 3.2 0.2
O -0.8602 -2.1936 0.1525 -2.2 -1.7 -1.6
S -4.5204 -0.9663 -0.0899 -0.4 -0.6 -0.5
H -3.8953 2.5596 0.2720 -0.5 1.9 0.1
H -5.9860 0.9306 -0.1100 -1.3 0.1 -0.2
H 1.1266 -2.4626 -0.0879 0.6 -0.7 -0.8
H 0.4756 -2.2179 1.5002 0.8 0.8 0.4
H 2.7722 -0.5343 1.0896 -0.5 0.3 -0.6
H 1.7128 0.5874 1.8822 0.0 0.1 -0.7
H 2.4048 1.0038 0.2122 -0.4 -0.6 1.0
H 1.8299 -0.7141 -1.7611 -0.9 1.4 1.2
H 0.9914 0.9604 -1.4546 -0.4 -1.3 -0.6
H 0.1575 -0.7460 -1.8873 -0.3 1.3 0.3
```
Positions in Å, forces in eV/Å.

The HOMO-LUMO gap (alpha / beta) comes out at 7.30 / 7.28 eV. As for the net charge: +1. Its LUMO energy (alpha / beta) is -5.8023 / -5.8048 eV.



No. 5
C10H10OS | ωB97M-V/def2-TZVPD

Geometry as XYZ:
```
22
Properties=species:S:1:pos:R:3:forces:R:3
C 0.3775 -3.2904 -0.8770 -0.6 5.0 2.3
C 0.2309 -2.1690 -0.3447 0.5 -1.4 -0.5
C 3.1878 0.8449 -1.1737 1.1 -0.7 0.4
C 1.7974 0.6661 -0.9323 1.9 2.1 -1.2
C 3.9841 0.3032 -0.1988 0.7 -0.2 0.2
C 1.5040 0.1413 0.2451 2.2 -0.6 1.4
C -2.3030 -0.5400 0.3909 0.5 2.2 -0.2
C -2.0786 0.8179 1.0259 -1.1 0.1 -0.1
C -1.0514 0.2508 0.1210 0.3 0.8 -1.7
C 0.2128 -0.2283 0.6917 -0.3 -4.8 1.7
O 0.1260 -0.7322 1.9916 -2.2 0.2 -2.1
S 3.0543 -0.3560 1.0808 -1.7 0.4 -0.7
H 0.3608 -4.2208 -1.2960 0.1 -1.8 -0.9
H 3.6359 1.3288 -2.0251 -0.2 0.0 -0.3
H 1.1597 1.1532 -1.6183 -1.1 -0.1 -0.5
H 5.1065 0.1893 -0.1163 -1.6 0.4 -0.3
H -2.1078 -1.3814 0.9612 0.1 -1.5 1.2
H -3.0647 -0.6438 -0.3354 -0.3 0.0 -0.9
H -2.7256 1.7064 0.8857 0.7 -0.8 -0.5
H -1.7224 0.7315 1.9965 0.2 0.1 1.9
H -0.8275 0.7118 -0.8434 -0.6 -0.3 0.1
H 0.7252 -0.4786 2.6622 1.6 0.8 0.5
```
Positions in Å, forces in eV/Å.

The HOMO-LUMO gap comes out at 8.13 eV. As for the net charge: 0. Its LUMO energy is -0.3626 eV.



No. 6
C10H11Cl6FeSc | ωB97M-V/def2-TZVPD

Geometry as XYZ:
```
29
Properties=species:S:1:pos:R:3:forces:R:3
Sc -0.1389 -1.0319 0.6055 0.2 -0.6 -1.2
Cl 0.0535 0.7536 -0.9766 0.0 1.4 1.0
C -2.2249 -1.1804 0.9173 -1.1 -0.3 0.1
H -2.4549 -1.9448 1.6867 -0.2 0.3 -0.3
H -2.7158 -1.4462 -0.0394 -0.1 0.0 0.4
H -2.6009 -0.1928 1.2510 0.0 -0.4 -0.1
Fe 0.2183 0.1671 -3.0780 -0.1 0.5 0.2
C -1.3743 0.3768 -4.1609 -1.3 0.4 -0.6
C 1.8561 0.8747 -3.8507 1.3 0.8 -0.5
C 0.5229 -1.3729 -3.7826 0.4 -2.9 -0.4
H 2.7574 0.6691 -3.2359 -0.4 0.1 -0.4
H 2.0067 0.5497 -4.8952 0.1 0.3 0.5
H 1.6605 1.9656 -3.8252 0.2 -0.2 -0.1
H -2.2365 -0.1798 -3.7418 0.3 0.3 -0.3
H -1.5488 1.4667 -4.0598 -0.2 -0.3 -0.2
H -1.2134 0.1163 -5.2189 -0.2 0.2 0.4
H -0.3007 -1.9221 -4.2779 0.7 0.2 0.0
H 1.5628 -1.6573 -4.0314 -0.7 0.0 -0.2
Cl 0.7253 -2.5725 2.4547 0.3 0.7 0.8
C 0.6356 -0.9293 3.2528 0.3 1.0 1.0
C 0.2868 0.1151 2.4176 0.4 0.0 1.0
C 0.1265 1.3885 2.9862 0.4 -1.1 0.9
Cl -0.4879 2.6553 1.9918 0.1 0.3 0.0
C 0.4031 1.6217 4.3488 0.2 -1.0 -0.5
Cl 0.3047 3.2079 4.9896 -0.1 0.2 0.2
C 0.8001 0.5363 5.1884 -0.3 0.0 -1.6
Cl 1.1188 0.8067 6.8454 0.1 0.0 0.3
C 0.9176 -0.7516 4.6258 -0.5 0.3 -0.4
Cl 1.3403 -2.0892 5.6127 0.1 -0.3 0.2
```
Positions in Å, forces in eV/Å.

The HOMO-LUMO gap (alpha / beta) comes out at 4.37 / 7.70 eV. As for the net charge: -1. Its LUMO energy (alpha / beta) is 2.3781 / 2.3683 eV. Its expectation value of S² is 8.82. The multiplicity is 6.